{"formula": "C4H5CoO2", "method": "wB97M-V/def2-TZVPD", "e_lumo_ha": [-0.17403, -0.22487], "relative_energy_kj_mol": 45.41, "multiplicity": 4, "total_charge": 1, "s_squared": 3.786, "e_tot_ha": -1688.154123, "orbital_gap_ev": [8.356, 7.060], "elements": ["H", "O", "C", "C", "C", "C", "O", "Co", "H", "H", "H", "H"], "coordinates": [[0.6894, 0.8704, -1.3721], [-2.4646, -0.1345, 0.7997], [-1.2287, 0.3174, 0.4442], [-0.5395, -0.2800, -0.5871], [0.6305, -0.6340, 0.2890], [1.7866, 0.1277, 0.1289], [1.7730, 0.9903, -0.9127], [3.6063, -0.3537, 0.0122], [-3.0604, 0.6044, 0.9525], [-0.9380, 1.2918, 0.8485], [-1.0308, -1.1058, -1.1108], [0.7762, -1.6940, 0.5076]], "lowdin_charge": [0.22, 0.10, -0.12, -0.07, -0.08, -0.33, -0.08, 0.81, 0.13, 0.16, 0.13, 0.13]}

=====

{"formula": "C4H5EuO4", "method": "wB97M-V/def2-TZVPD", "e_lumo_ha": [-0.43532, -0.33260], "relative_energy_kj_mol": 117.47, "multiplicity": 7, "total_charge": 2, "s_squared": 12.288, "e_tot_ha": -1165.941845, "orbital_gap_ev": [7.257, 10.050], "elements": ["O", "C", "O", "O", "C", "C", "O", "C", "Eu", "H", "H", "H", "H", "H"], "coordinates": [[-1.5062, -2.1215, 1.4340], [-1.7193, -1.0049, 1.8944], [-2.0828, -0.3867, 2.8296], [-0.9850, -0.0999, 0.2704], [-0.3542, 1.1226, 0.2746], [1.0766, 1.1517, -0.1356], [1.6918, 0.3820, -0.8897], [1.1430, -0.7775, -1.6513], [-0.4797, -2.1561, -0.6189], [-0.3571, 1.5572, 1.2946], [-0.8468, 1.8774, -0.3760], [1.6642, 2.0184, 0.1945], [2.0622, -1.2698, -1.9887], [0.6932, -0.2929, -2.5319]], "lowdin_charge": [-0.08, -0.39, 0.30, -0.36, -0.20, 0.03, 0.03, -0.15, 2.09, 0.17, 0.18, 0.19, 0.09, 0.10]}

=====

{"formula": "C4H5F", "method": "wB97M-V/def2-TZVPD", "e_lumo_ha": 0.04366, "relative_energy_kj_mol": 77.99, "multiplicity": 1, "e_tot_ha": -255.202299, "orbital_gap_ev": 10.124, "elements": ["C", "C", "C", "C", "F", "H", "H", "H", "H", "H"], "coordinates": [[-0.4334, -0.3173, -0.5420], [0.3666, 0.2683, 0.5477], [-1.3878, -1.2096, -0.4116], [1.2145, 1.2958, 0.4017], [1.9548, 1.6414, 1.4379], [-0.2209, -0.0673, -1.6461], [0.2567, -0.2708, 1.3957], [-1.9673, -1.5675, -1.3210], [-1.4093, -1.6762, 0.6091], [1.6262, 1.9033, -0.4715]], "nbo_charge": [-0.21, -0.33, -0.40, 0.26, -0.33, 0.20, 0.22, 0.22, 0.19, 0.19]}

=====

{"formula": "C4H5F", "method": "wB97M-V/def2-TZVPD", "e_lumo_ha": 0.04128, "relative_energy_kj_mol": 159.51, "multiplicity": 1, "e_tot_ha": -255.171248, "orbital_gap_ev": 10.493, "elements": ["C", "C", "C", "C", "F", "H", "H", "H", "H", "H"], "coordinates": [[-0.3346, -0.6370, -0.9732], [-0.1899, -1.0653, 0.2786], [-0.0347, 0.8414, -0.6536], [0.3829, 0.1336, 0.9284], [-0.1570, 0.6667, 2.0951], [-0.5328, -1.0970, -1.9087], [-0.7068, -1.8049, 0.7443], [0.8982, 1.2152, -1.0235], [-0.8613, 1.4481, -0.4197], [1.5361, 0.2992, 0.9322]], "nbo_charge": [-0.17, -0.24, -0.43, 0.20, -0.36, 0.21, 0.20, 0.20, 0.22, 0.17]}

=====

{"formula": "C4H5F2N", "method": "wB97M-V/def2-TZVPD", "e_lumo_ha": 0.02764, "relative_energy_kj_mol": 39.09, "multiplicity": 1, "e_tot_ha": -409.868012, "orbital_gap_ev": 12.486, "elements": ["C", "C", "C", "C", "N", "F", "F", "H", "H", "H", "H", "H"], "coordinates": [[0.3846, 1.0953, -1.0292], [-0.5690, -0.9783, -0.8083], [-0.4175, 0.3410, -0.0372], [0.4451, 0.1658, 1.3060], [1.0214, 1.6938, -1.7491], [0.7111, 1.3556, 1.8372], [1.6698, -0.4010, 0.9591], [0.3421, -1.6222, -0.7560], [-0.9930, -0.7952, -1.7612], [-1.3518, -1.5421, -0.2058], [-1.1827, 0.9916, 0.1609], [-0.0600, -0.3043, 2.0838]], "nbo_charge": [0.27, -0.60, -0.36, 0.59, -0.31, -0.33, -0.35, 0.25, 0.23, 0.21, 0.25, 0.14]}

=====

{"formula": "C4H5F3", "method": "wB97M-V/def2-TZVPD", "e_lumo_ha": 0.03007, "relative_energy_kj_mol": 254.30, "multiplicity": 1, "e_tot_ha": -454.882909, "orbital_gap_ev": 11.372, "elements": ["C", "C", "C", "C", "F", "F", "F", "H", "H", "H", "H", "H"], "coordinates": [[2.3878, -0.4952, -0.0926], [3.0459, 0.4349, -0.4544], [-1.2014, 0.6881, 0.5716], [-1.5204, -0.6197, -0.1659], [3.8033, 1.3722, -0.8009], [-2.7506, -0.5831, -0.6924], [-0.6304, -0.8235, -1.2074], [1.6365, -1.1400, 0.1956], [-1.3541, -1.5518, 0.4041], [-1.7936, 0.7316, 1.3745], [-0.1815, 0.3681, 0.9445], [-1.4415, 1.6184, -0.0768]], "nbo_charge": [-0.41, 0.43, -0.67, 0.57, -0.25, -0.34, -0.37, 0.23, 0.13, 0.21, 0.23, 0.24]}

=====

{"formula": "C4H5F3O", "method": "wB97M-V/def2-TZVPD", "e_lumo_ha": 0.01573, "relative_energy_kj_mol": 155.69, "multiplicity": 1, "e_tot_ha": -530.161554, "orbital_gap_ev": 9.485, "elements": ["C", "C", "C", "C", "O", "F", "F", "F", "H", "H", "H", "H", "H"], "coordinates": [[1.4916, 0.8849, -0.8635], [0.9710, -0.2847, -0.4993], [0.3505, -0.4487, 0.7913], [-1.5756, 0.2685, 0.2209], [0.0898, -1.6468, 1.3930], [-2.2660, -0.6006, -0.5591], [-1.3621, 1.3358, -0.5369], [-2.3414, 0.6070, 1.3544], [1.8788, 0.9710, -1.8926], [1.4747, 1.7891, -0.2011], [0.9994, -1.0141, -1.3100], [0.4938, 0.4078, 1.4246], [-0.2045, -2.2694, 0.6782]], "nbo_charge": [-0.32, -0.31, 0.15, 0.87, -0.66, -0.35, -0.34, -0.36, 0.21, 0.20, 0.22, 0.21, 0.49]}

=====

{"formula": "C4H5F3O", "method": "wB97M-V/def2-TZVPD", "e_lumo_ha": 0.03443, "relative_energy_kj_mol": 157.03, "multiplicity": 1, "e_tot_ha": -530.161046, "orbital_gap_ev": 10.784, "elements": ["C", "C", "C", "C", "O", "F", "F", "F", "H", "H", "H", "H", "H"], "coordinates": [[0.2604, 0.3222, -0.5817], [-2.3688, -2.7444, -0.6067], [-1.5887, -2.0761, 0.2336], [0.2369, 1.1044, 0.6815], [-0.7440, 0.1183, -1.2566], [-3.7060, -2.4640, -0.6893], [-1.9370, -1.0793, 1.1141], [-0.3132, -2.2626, 0.3935], [1.2058, -0.3286, -0.9850], [-2.2782, -3.7106, -1.0859], [1.2361, 1.2612, 1.1775], [-0.3695, 0.5173, 1.4227], [-0.1833, 2.1258, 0.4532]], "nbo_charge": [0.43, 0.05, 0.68, -0.74, -0.55, -0.33, -0.32, -0.29, 0.12, 0.21, 0.23, 0.27, 0.25]}